Entry 1:
DFT (ωB97M-V/def2-TZVPD) results for a structure of composition C28H44BrN3P2PbS.

```
! wB97M-V def2-TZVPD RIJCOSX def2/J DEFGRID3
* xyz 2 1
H 2.5370 2.5066 -2.0470
H -2.8532 7.7440 -0.8824
H 2.0378 1.5287 2.7319
H 1.8503 -0.6980 4.0208
C -4.0372 -3.9520 1.9419
H -7.7710 -6.6216 2.4703
C 2.8842 -2.6000 3.8297
H -2.3470 0.0468 -1.7508
H 1.2171 -0.7740 -0.6311
H 3.6169 3.2697 3.9669
C -4.6646 -7.4027 3.2605
H 0.6847 1.4313 -5.2750
C -3.9718 -6.2423 2.8683
H -1.1103 1.6485 -3.5345
H -6.6513 -4.5061 1.7184
P 3.7136 -0.2037 2.6218
H -2.8895 -6.1784 2.9809
Br 0.8297 4.2395 -1.0635
C 3.6848 2.1797 4.0385
H 1.2300 -1.8123 -3.5297
S -2.4774 3.0203 -1.0107
H 1.6625 -1.4633 2.4078
H -1.1020 -0.0999 -3.2630
H 5.5094 -1.0846 -0.5567
H 3.7847 1.9855 -4.1001
H 3.1156 1.8712 4.9225
C 3.1435 1.5261 2.7517
C -6.6927 -6.5037 2.5801
C 0.9289 -1.8308 -2.4711
H 0.8335 -0.3177 -4.9528
H -0.1652 -1.9496 -2.4162
C -3.5502 -2.9258 1.4926
C 5.3847 -0.5833 0.4092
C -2.0834 6.9753 -1.0458
C -2.1096 -0.3813 -0.7850
H -1.6687 -1.7972 2.8450
N -2.5223 5.6980 -0.4899
H 3.7532 -2.4365 4.4780
C 1.4212 -0.6044 -1.7012
H -0.8880 6.8307 -2.8869
C 0.1506 0.5445 -4.9048
C 3.0968 1.2397 -3.6829
H -2.1052 4.6815 -3.4498
H -2.5416 5.4967 0.5101
H 3.5334 2.0553 1.8635
H -3.8084 -1.7497 -0.8760
N -5.9937 -7.5150 3.1163
H 5.7498 0.4452 0.2954
C -0.8179 -0.4740 1.3153
H 1.3837 -2.7227 -2.0085
C -2.9646 -1.3698 -0.2911
C 3.9123 -0.6210 0.8481
H 2.6766 0.6884 -4.5275
H 1.5742 2.7371 -3.4957
C -6.0701 -5.3126 2.1656
H 2.1051 -3.0748 4.4344
C -1.9216 6.6687 -2.5366
H 4.7372 1.9185 4.2095
H -1.1446 7.2908 -0.5734
C -4.6932 -5.1753 2.3324
P 0.6576 1.0430 -2.0638
H -0.6699 0.3348 -5.6104
H 3.5078 -1.6389 0.7157
Pb -0.3349 2.1914 0.5006
C -2.7507 -1.8736 0.9947
H 3.1703 -3.3177 3.0517
H 6.0327 -1.0933 1.1332
H 2.5116 -0.4926 -1.8092
C 2.0535 1.9723 -2.8744
H -2.6052 7.2699 -3.1439
C -1.0241 -0.0002 0.0024
C 2.3613 -1.2811 3.2377
H 3.6956 0.5517 -3.0809
C -1.7184 -1.3959 1.8216
C -2.4315 4.6923 -1.3919
N -2.2638 5.2481 -2.6172
C -0.4630 0.7566 -3.5144
H -4.1228 -8.2429 3.6965
H 3.2981 0.0880 0.2703
H -0.0304 -0.0962 1.9940
*
```

Output
total energy	-5104.6829	a.u.
HOMO-LUMO gap (spin up / spin down)	0.193 / 0.140	hartree

***

Entry 2:
DFT (ωB97M-V/def2-TZVPD) results for a structure of composition C28H44Cl4CuMgO22S.

```
! wB97M-V def2-TZVPD RIJCOSX def2/J DEFGRID3
* xyz 3 3
O -3.1431 3.6780 0.0472
H -2.8627 6.7337 -0.0327
H -0.5825 -4.6881 1.0908
H 1.3248 -1.9754 -3.2598
O -5.8056 -0.2517 4.0502
H 0.5717 3.0727 5.3435
H -4.4411 5.3357 0.0984
C -4.1118 -1.3630 -3.5883
H -2.2473 -3.0233 0.1521
O -1.4456 5.0808 -0.3155
H -0.5809 -2.8540 -2.3244
H 6.1791 0.9066 4.3489
C 5.2224 -1.1350 -3.3053
C -4.6082 -0.0964 3.7303
C -4.1045 4.5348 2.0202
H 2.0083 1.9356 2.8725
C 0.9492 -2.8927 -3.7132
O -0.4135 0.5214 0.1673
H 5.0690 -2.3458 -5.0737
H -4.1620 5.4156 2.6597
O -4.1847 0.3592 2.5290
H 5.4400 0.7190 -2.1804
S 0.6703 -0.4277 0.0419
O -2.7955 0.4293 -4.1181
C 4.8164 1.9990 3.0638
O -3.5455 -0.1630 4.5603
H -5.9216 -1.9513 -2.4628
C 5.0180 -1.2922 -4.7989
H -0.0612 -5.0804 -2.2410
C -1.4023 -1.1387 4.3083
Cl -2.0878 -5.9267 -0.2227
O -1.6352 0.4521 -2.2486
C -2.3230 0.0442 3.9024
C -0.5939 -4.8405 -3.1612
O 1.8192 -0.3510 0.9149
C -0.4377 -2.3202 -5.4184
C -2.3065 -3.5587 1.0998
O -3.6188 -0.5744 -2.4619
C -3.5901 4.8720 0.5974
C 1.2072 1.8057 3.6002
H 4.0770 0.6348 -3.3223
H -5.9672 -0.4546 -3.3456
H 6.3109 -1.1179 -3.2508
H -3.4828 3.8899 2.6413
C 4.6666 0.0738 -2.5972
H -1.9724 6.1674 1.3211
H 4.4069 1.1269 1.0864
O -1.2290 2.9400 -1.0765
Cl -0.2295 2.5654 2.8071
H -3.5731 -2.2989 -3.7363
O -0.9333 -1.7528 -6.4013
Mg -0.0177 1.4792 -1.3615
O 3.8780 -0.4202 -1.4924
H 4.1454 1.2487 3.4820
C -1.6597 -4.8443 1.1482
H 6.8862 1.3972 2.7289
H 1.6916 -3.6883 -3.6517
O 4.7296 3.3179 3.5721
C -3.6539 -0.5027 -4.6958
Cl 1.7876 1.2865 6.2209
C -2.8207 0.1224 2.3888
H -1.9779 -5.3329 2.0691
C 4.5973 2.1235 1.4848
O -1.2288 -2.8041 -4.3866
H -6.2819 -1.9505 -4.0807
H -3.1508 -0.9922 -5.5297
H 2.1490 3.2487 4.9207
H 4.0281 -0.9671 -5.1190
H -0.6970 -0.7428 5.0390
O 3.3223 -2.4067 -0.6349
H -1.8365 0.9370 4.2952
O 0.7665 -2.4067 -5.0295
H -1.8980 -2.0586 4.6185
C -2.4912 5.8185 0.4282
O 4.4673 -2.1672 -2.6897
O 5.4857 4.3319 5.5338
H -0.7671 -1.4302 3.4718
C -0.5161 -3.2866 -3.3228
H -1.6611 -2.8771 1.6539
H -0.0302 -5.3681 -3.9306
H -5.0747 4.0386 2.0438
C -1.9149 3.8004 -0.5457
O 6.7161 2.8423 4.2741
O 1.0073 0.0263 -1.3018
C 5.6536 3.5765 4.5796
H 5.7160 -0.7577 -5.4433
O 0.4240 -1.8715 0.1444
H -4.4627 0.0192 -5.2070
H -2.5486 -0.8159 1.9054
H -1.6507 -5.1073 -3.1671
Cu 2.1838 -2.3593 1.3088
H -2.3454 0.9149 1.8108
Cl -3.8995 -3.7285 1.6856
H 5.4630 2.4106 0.8880
C -2.6434 0.1372 -2.8989
C -5.5891 -1.4761 -3.3857
C 3.8060 -1.7430 -1.5653
H 1.1444 0.7175 3.5928
C 6.2625 1.6736 3.5790
H 3.7542 2.7543 1.2031
C 1.3947 2.4634 4.9701
*
```

Output
total energy	-6827.0132	a.u.
HOMO-LUMO gap (spin up / spin down)	0.311 / 0.087	hartree

***

Entry 3:
DFT (ωB97M-V/def2-TZVPD) results for a cluster of 3 separate species, C28H44ClF5N2O9S2 in total.

```
! wB97M-V def2-TZVPD RIJCOSX def2/J DEFGRID3
* xyz 0 3
H 6.6370 4.6834 0.8284
H 3.4391 6.4391 1.8995
H -0.9522 -6.3285 -1.5341
H 0.7460 -4.3840 0.2063
C 4.3771 6.1132 1.4375
H 0.6341 -4.6047 2.6436
H 0.8219 -6.7911 3.7437
C 4.0604 5.4952 0.0767
S -1.9509 1.6775 -4.0120
H -2.4112 -8.5865 3.0834
O 3.3629 3.9672 3.1971
O -3.2016 2.3622 -3.8741
H -0.8214 -9.1717 2.5714
H 2.1439 2.2550 1.8260
H -7.2948 2.7659 -3.7037
C -1.7422 -6.0345 3.5980
C -0.6305 2.7326 -3.2448
C 6.5646 4.9705 1.8749
H -1.5496 -3.4167 0.4746
H -4.6550 0.4499 -3.7030
C 3.3122 4.1752 0.2452
H -4.3021 -0.4842 -0.9046
C -1.0121 -6.9837 2.6075
C 4.0252 3.1844 1.1758
H -5.8127 2.2985 -4.5522
F 0.4499 3.4780 -1.3194
H -5.4614 2.2623 -1.5494
C -1.3379 -8.3896 3.1284
C -6.1988 2.6617 -3.5894
C 0.4622 -5.3557 0.6192
H 4.3235 6.0830 4.1952
H -3.6968 1.1675 -1.1332
C -0.9438 -1.0820 -3.5878
H 3.5760 1.2403 2.0550
O -1.6253 1.5594 -5.3993
H -1.4335 -4.0320 2.0909
N 4.4339 3.8196 2.4639
C -5.1268 0.4371 -2.7096
H 5.5969 3.1917 -0.3860
N -1.5274 -6.7696 1.2220
H -2.5374 -5.6915 -1.0730
C 5.1126 5.1448 2.3708
H -2.8432 -4.4253 1.0988
O -0.0574 -1.0877 -4.3244
C -5.9509 1.7236 -2.3762
H 7.1123 5.9099 1.9635
Cl -7.2127 5.5145 -2.6929
O -1.2286 -2.1661 -2.7759
C 0.9719 -5.4631 2.0555
O -5.0680 4.8842 -4.5381
H 6.1096 2.4676 1.1442
O -4.6125 4.4226 -2.2643
C 5.2691 2.5868 0.4609
C -2.3504 -1.8490 -2.0204
H -1.1196 -5.1945 3.9101
H 7.0924 4.2253 2.4735
H 2.0636 -5.4185 2.0601
H -1.0255 -8.4843 4.1694
H 3.4548 6.1909 -0.5088
H 5.0717 1.5895 0.0664
O -2.8058 -2.5848 -1.2601
H -5.7759 -0.4559 -2.6701
C 5.2759 5.7968 3.7493
C -2.7704 -0.4174 -2.3621
H -6.9355 1.3776 -2.0140
H 5.8722 6.7067 3.6679
H 4.9805 5.3439 -0.4954
C -1.4598 -5.5506 -0.9635
H -2.6648 -5.6395 3.1735
F -0.6477 1.6519 -1.0712
H 3.1586 3.7189 -0.7364
H 1.0270 -7.5966 2.2055
C 0.5057 -6.7680 2.6974
S -5.5955 4.3691 -3.3102
H 2.8985 1.4848 0.4450
C 3.1069 1.9752 1.3973
H 4.9746 7.0171 1.2937
C -0.6658 2.8359 -1.6919
H -1.2032 -4.6002 -1.4287
F -1.6833 3.5300 -1.2362
F 0.5743 2.3970 -3.6860
H 5.7905 5.1251 4.4402
C -1.7599 -4.2907 1.0856
C -1.9325 0.0429 -3.2935
F -0.8527 3.9679 -3.7046
H 2.3126 4.3961 0.6354
H -2.0400 -6.5507 4.5113
H 0.9757 -6.1068 0.0095
C -3.9484 0.2377 -1.6659
C -1.0553 -5.5438 0.5147
O -1.1871 -7.8051 0.5022
*
```

Output
energy relative to the best compared isomer or geometry (same formula, charge and spin)	164.8	kJ/mol
total energy	-3635.6659	a.u.
HOMO-LUMO gap (spin up / spin down)	0.243 / 0.270	hartree

***

Entry 4:
DFT (ωB97M-V/def2-TZVPD) results for a cluster of 4 separate species, C28H45F3IN7O8P2S in total.

```
! wB97M-V def2-TZVPD RIJCOSX def2/J DEFGRID3
* xyz 0 1
H 4.8727 -0.8094 -3.4394
O 1.5025 -1.8438 -1.2984
H 3.0085 0.1585 -0.9768
H -3.0765 6.0376 -2.3674
H 5.7034 -0.5110 2.3627
O -3.7699 1.3533 1.0723
F -4.0324 -0.0416 -1.7227
C 0.6649 -0.0651 1.7100
C 8.5550 -1.9259 5.0122
H 5.6968 -1.3093 -1.3658
H 4.7084 0.6318 -0.7671
H 3.1414 2.1356 3.0713
C 1.4582 1.3191 1.8874
C 3.9888 -0.2178 -0.5734
C 4.5210 -2.9549 -3.4268
F -3.0994 -0.4530 -3.6358
C 4.5761 -1.4441 -1.3710
C -2.9709 0.3162 -2.4972
N -8.7378 2.3830 -1.1100
C 1.5891 -2.3279 2.9147
H -0.4674 -2.8275 2.7177
C 4.1603 -1.4954 -2.8960
H -1.4330 2.2242 -1.0572
H -10.9771 0.1426 -1.0472
C 5.3961 -2.5296 1.6525
N -8.8409 4.1213 -3.8984
H -0.0121 -4.1987 0.3385
H 1.9769 -1.7030 3.7733
H -2.0088 4.1883 -1.0634
C -11.0650 1.1870 -1.3450
H 5.5804 -2.9913 -3.8068
H 2.7069 -3.5870 -4.1603
C 5.4488 -0.9952 1.3759
H 3.1046 -1.2040 -3.0970
O 2.4790 -3.7414 0.2871
F -3.0055 1.5935 -2.9318
C -3.8610 3.1705 -0.4355
H 2.0867 1.3927 0.9516
C -1.1511 0.2785 0.0416
H 1.0896 -2.4355 -1.9562
P 1.3330 -2.4944 0.1966
H 5.1201 -2.1729 3.4790
S -1.3112 -0.2199 -1.7872
H -11.7986 1.6790 -0.7074
H 9.3083 -1.4021 5.5998
N 0.4051 -3.1067 3.1525
H 2.1081 -4.4254 0.8679
C -8.3586 3.0917 -4.0523
H 1.6046 1.9335 3.9871
C -3.1238 4.2332 -1.1220
H -7.9820 1.3868 -5.2466
H 4.1079 0.6955 1.3785
O -0.0578 -0.4895 4.5703
O -1.3154 -1.6562 -1.9887
O 0.1892 0.0498 0.3341
H 5.4782 -3.2760 0.8294
H 3.6732 -2.7490 -5.2695
H -5.6757 6.1010 -2.5712
C -5.3233 3.1877 -0.5064
H 8.9527 -2.1251 4.0176
H -1.0062 2.4707 0.6501
H -1.9290 -0.3758 0.5153
P -0.6828 -0.1205 3.0509
C -3.1094 2.0236 0.3140
C 7.3341 -1.0965 4.9073
N 6.3906 -0.4394 4.8314
H 0.8005 2.2151 1.8097
C -5.9403 4.2572 -1.2636
H 2.6199 0.4607 3.6301
H 0.5641 -4.0777 2.8968
I -1.5273 2.1685 3.6202
N -0.0808 -3.1857 0.2288
C -9.7531 1.8594 -1.2120
H 4.3919 -2.4404 -0.9025
C -5.2047 5.3017 -1.9657
O -0.3092 0.4740 -2.5987
N 5.2026 -2.9815 2.8338
H -5.8757 2.3731 0.0066
H -6.6511 1.8494 -4.1657
O 3.0527 -1.0772 1.7150
C 1.6826 -1.3157 1.6408
C 2.2740 1.4506 3.2210
H 6.2368 -0.6628 0.6624
H -11.4024 1.2361 -2.3800
H 2.4252 -3.0705 2.7617
H -7.0479 4.2539 -1.3450
C 4.0014 -0.3730 1.0106
H 4.4802 -3.7233 -2.6041
H 0.8616 -0.1933 4.6854
C -3.7470 5.3053 -1.8744
C -1.5985 1.8090 -0.0229
C -7.7340 1.7652 -4.2551
H -8.0995 1.0665 -3.5039
H 8.3181 -2.8722 5.4974
N 3.6474 -3.4373 -4.5193
*
```

Output
total energy	-3757.1445	a.u.
HOMO-LUMO gap	0.298	hartree

***

Entry 5:
DFT (ωB97M-V/def2-TZVPD) results for a structure of composition C28H45N2O4S2SiTl.

```
! wB97M-V def2-TZVPD RIJCOSX def2/J DEFGRID3
* xyz 0 1
C 1.8403 -1.4159 0.4343
H -0.8270 4.5590 -0.5218
H 0.1286 5.5960 0.5547
O -1.0837 2.5485 1.1406
H -0.8791 4.2382 3.1683
H 6.9741 1.6969 -0.1979
H 1.2419 0.6290 4.5410
O -2.4703 0.3242 1.2889
H -2.3169 0.0658 3.6308
H -4.6916 -0.7992 1.9493
H 0.9851 -1.0587 5.0367
C -0.2305 -0.4345 3.3594
C 1.2273 3.0914 0.6715
N 0.6808 -2.0902 -3.0689
H 0.7503 -3.0986 -1.2615
H 1.6196 2.2405 1.2472
C -0.5832 -1.8728 2.9717
C 1.3399 -2.1258 -4.3889
H -0.9835 -2.4159 3.8296
H 0.7323 -1.5859 -5.1063
C -0.7285 -2.3574 -3.2328
H -3.0183 0.1446 -1.2975
C 0.0707 3.8910 2.7522
C -2.6372 -3.8418 -3.2496
H 4.3249 -1.4353 1.0091
H 1.6405 -3.8984 -2.5533
C -2.8907 -1.5880 -3.9932
C -0.6166 4.7900 0.5284
C -1.2925 -3.6040 -2.9843
H 1.9723 3.8887 0.6754
C 1.0559 -0.3876 4.1757
C 5.7418 0.0864 0.5209
H 0.8253 4.6772 2.8947
C -1.3707 0.1791 4.1611
H 2.3170 -1.6435 -4.3434
H -4.1811 -1.4287 0.3604
C 6.0596 1.1255 -0.3397
C -3.5354 0.9614 -0.7922
H 0.3047 -2.4066 2.6063
H -1.3355 -1.8732 2.1769
S -0.9855 0.2952 -4.0699
C -4.6093 -0.5683 0.8801
H -1.5373 5.1552 0.9894
H 1.8988 -0.5731 1.1087
O -0.4426 0.3872 -0.3978
H 1.0811 2.7764 -0.3650
H 1.9155 -0.6982 3.5649
C -1.5524 -1.3283 -3.7160
H -1.4513 -0.2983 5.1414
H -4.5050 1.1233 -1.2699
H -4.4736 -3.0251 -4.0218
H -3.5043 -0.7845 -4.3902
C 4.0147 0.7318 -1.5691
H 5.4271 2.2648 -2.0387
C -3.7192 0.6538 0.6913
H -0.6804 -4.4146 -2.6054
H 3.2704 -2.9947 -1.0609
N 2.4668 -1.0650 -0.8430
Tl 0.7668 0.3591 -2.1703
H -3.0492 -4.8238 -3.0618
H 0.7826 -1.6124 0.2850
C 2.7010 -2.2659 -1.6536
C 4.5655 -0.6154 0.3380
H 3.3220 -1.9869 -2.5037
H -4.4557 1.6616 2.4654
H 1.4473 -3.1636 -4.7211
O 0.0162 0.3290 2.1813
H 2.3127 -2.2964 0.8897
H -2.9291 1.8739 -0.9222
H -5.2274 2.1821 0.9450
C 1.4041 -2.9274 -2.1130
C -0.0934 3.5615 1.2713
C 3.6856 -0.3055 -0.6920
C -3.4329 -2.8423 -3.7827
Si -0.9781 0.9194 1.0194
H 6.4075 -0.1818 1.3294
H -5.6162 -0.3826 0.4905
S 3.0747 1.2248 -2.9666
C 5.1958 1.4471 -1.3654
H -1.1936 1.2536 4.3068
H -3.5794 2.7105 1.3339
C -4.2842 1.8770 1.4060
H 0.3826 2.9950 3.3087
*
```

Output
total energy	-2762.9872	a.u.
HOMO-LUMO gap	0.273	hartree

***

Number 1: M 803.8 g mol⁻¹. Number 2: M 994.4 g mol⁻¹. Number 3: M 747.2 g mol⁻¹. Number 4: M 885.6 g mol⁻¹. Number 5: M 770.3 g mol⁻¹.